1.
109
Properties=species:S:1:pos:R:3:lowdin_charge:R:1 method="wB97M-V/def2-TZVPD" homo_lumo_gap_ha=0.1574 homo_ev=-0.565 multiplicity=1 charge=-2
Rb 1.3378 0.7809 -0.5571 0.862
C 4.0614 -1.4339 1.3935 -0.274
P 3.2180 -1.9436 -0.1949 1.056
C 4.6230 -2.4823 -1.2627 -0.382
C 5.9367 -2.0580 -1.0691 -0.090
C 6.9509 -2.4479 -1.9389 -0.097
C 6.6672 -3.2630 -3.0267 -0.114
C 5.3565 -3.6724 -3.2485 -0.098
C 4.3489 -3.2780 -2.3793 -0.113
C 2.6625 -3.6054 0.4343 -0.332
C 1.4572 -3.6074 1.1528 -0.108
C 0.9711 -4.7724 1.7367 -0.079
C 1.6735 -5.9640 1.6076 -0.117
C 2.8755 -5.9773 0.9099 -0.113
C 3.3699 -4.8072 0.3383 -0.094
C 2.9157 -1.1535 2.3227 -0.475
C 2.5542 -1.6984 3.5471 -0.107
C 1.2656 -1.1597 3.8443 -0.099
C 0.9517 -0.3142 2.7807 -0.455
C -0.2856 0.4948 2.5211 -0.310
P -1.6985 -0.6063 1.9313 1.080
C -2.9065 0.5680 1.2325 -0.395
C -4.2144 0.7122 1.6779 -0.187
C -4.9362 1.9031 1.4694 -0.171
C -4.1536 3.0321 1.1087 -0.184
C -2.8908 2.8800 0.6056 -0.127
C -2.4852 1.5027 0.0999 -0.268
C -2.4540 -1.0323 3.5738 -0.364
C -2.8678 -0.0629 4.4919 -0.098
C -3.4228 -0.4249 5.7123 -0.099
C -3.5885 -1.7712 6.0390 -0.122
C -3.1917 -2.7451 5.1359 -0.111
C -2.6263 -2.3717 3.9147 -0.107
N 1.9493 -0.3119 1.8557 -0.084
H 4.6419 -0.5254 1.1990 0.071
H 4.7219 -2.2211 1.7465 0.083
H 6.1657 -1.3985 -0.2388 0.095
H 7.9659 -2.1030 -1.7718 0.092
H 7.4587 -3.5704 -3.7017 0.087
H 5.1188 -4.2872 -4.1102 0.093
H 3.3224 -3.5806 -2.5684 0.111
H 0.9033 -2.6744 1.2724 0.084
H 0.0467 -4.7368 2.3048 0.097
H 1.2931 -6.8774 2.0562 0.087
H 3.4360 -6.9014 0.8087 0.086
H 4.3187 -4.8352 -0.1833 0.092
H 3.1224 -2.4105 4.1326 0.075
H 0.6531 -1.3613 4.7164 0.075
H -0.0786 1.2072 1.7159 0.004
H -0.6105 1.0472 3.4008 0.067
H -4.6578 -0.0600 2.3007 0.085
H -5.9595 2.0145 1.8160 0.051
H -4.5301 4.0315 1.3254 0.079
H -2.2269 3.7327 0.4813 0.067
H -1.3933 1.4587 -0.0482 0.070
H -2.7845 0.9874 4.2263 0.109
H -3.7394 0.3436 6.4103 0.091
H -4.0275 -2.0534 6.9905 0.085
H -3.3187 -3.7953 5.3785 0.088
H -2.3015 -3.1327 3.2109 0.085
N -0.0199 1.7030 -3.5003 0.189
C 0.0425 2.9892 -3.0980 -0.434
N -0.0885 3.9188 -4.0532 0.186
C -0.0760 5.1532 -3.5844 -0.451
N -0.1841 6.1662 -4.5091 0.126
N 0.0063 5.5165 -2.2939 0.167
C 0.1166 4.5013 -1.4452 -0.285
N 0.1759 3.2394 -1.7815 0.145
C 0.1184 4.8250 0.0258 -0.228
C -0.2474 6.0892 0.4562 -0.023
C -0.3917 6.3170 1.8176 -0.073
C -0.1582 5.2815 2.6971 -0.060
C 0.2377 4.0600 2.1741 -0.111
N 0.3788 3.8345 0.8686 0.128
H 0.1397 1.5907 -4.4879 0.115
H 0.4514 1.0197 -2.9295 0.009
H 0.0661 5.8906 -5.4444 0.085
H 0.1790 7.0500 -4.1961 0.083
H -0.4392 6.8552 -0.2806 0.098
H -0.7010 7.2884 2.1851 0.099
H -0.2916 5.4060 3.7643 0.101
H 0.4472 3.2150 2.8286 0.107
C -1.1889 -1.5371 -3.0988 -0.106
N -1.4269 -1.5398 -1.6608 -0.230
C -0.9781 -2.8066 -1.1064 -0.117
C -2.8489 -1.3390 -1.3466 -0.172
C -3.3743 -0.0387 -1.9039 -0.156
C -4.0675 -0.1217 -3.1159 -0.078
C -4.4110 0.9987 -3.8530 -0.114
C -4.0441 2.2450 -3.3632 -0.101
C -3.4256 2.3379 -2.1240 -0.047
C -3.1045 1.2222 -1.3360 -0.073
H -1.7730 -2.3239 -3.6121 0.086
H -0.1290 -1.7227 -3.2873 0.078
H -1.4637 -0.5797 -3.5323 0.064
H -1.5492 -3.6540 -1.5267 0.085
H -1.1047 -2.7973 -0.0243 0.040
H 0.0788 -2.9603 -1.3327 0.077
H -2.9681 -1.3745 -0.2703 0.070
H -3.4287 -2.1729 -1.7800 0.114
H -4.3098 -1.1084 -3.5039 0.100
H -4.9307 0.8999 -4.8003 0.085
H -4.2501 3.1483 -3.9345 0.091
H -3.2063 3.3217 -1.7223 0.101
O 3.0511 1.8996 -3.0830 -0.363
Cl 3.4480 0.5537 -2.7272 0.592
O 4.4152 0.0468 -3.6634 -0.323
O 4.0050 0.5749 -1.3880 -0.460
O 2.2579 -0.2896 -2.7475 -0.549



2.
97
Properties=species:S:1:pos:R:3:lowdin_charge:R:1 method="wB97M-V/def2-TZVPD" homo_lumo_gap_ha=0.2817 homo_ev=-10.185 multiplicity=1 charge=+1
Mg -0.3435 0.6956 1.3002 0.544
C -0.0048 -0.8719 4.5100 -0.029
C 0.3050 0.5633 4.1151 -0.214
C -0.7655 1.5045 4.2619 -0.154
C -2.0925 1.2507 5.0069 -0.019
C -0.6564 2.8032 3.6562 -0.203
C -1.7182 3.8138 3.7654 -0.051
C 0.5339 3.2418 2.9832 -0.191
C 0.4929 4.4366 2.1176 -0.056
C 1.6446 2.2904 2.9794 -0.156
C 3.0404 2.9328 2.6844 -0.030
C 1.5065 0.9782 3.5015 -0.228
C 2.7353 0.0818 3.4263 -0.037
H -1.1040 -1.0340 4.6160 0.087
H 0.5384 -1.1549 5.4676 0.117
H 0.3432 -1.5500 3.7368 0.062
H -2.5279 2.2245 5.2644 0.069
H -1.9667 0.6919 5.9410 0.089
H -2.7367 0.6340 4.3399 0.093
H -1.4507 4.5473 4.5560 0.128
H -2.7536 3.5929 3.9415 0.078
H -1.7105 4.1857 2.7831 0.049
H 0.3662 5.4100 2.6531 0.118
H -0.2287 4.3267 1.3051 0.079
H 1.4701 4.5381 1.6509 0.068
H 2.9526 3.9832 3.0080 0.085
H 3.3646 2.9272 1.6520 0.061
H 3.8869 2.4685 3.2685 0.098
H 3.2058 -0.0518 4.4258 0.113
H 3.4921 0.4387 2.6754 0.089
H 2.3801 -0.8828 3.1445 0.038
I -2.4815 1.9322 -0.2530 0.990
C -3.6614 0.7350 1.2166 -0.481
C -4.9594 1.1155 1.5044 -0.144
C -5.8678 0.1017 1.8487 -0.079
C -5.4516 -1.1983 2.0862 -0.019
C -4.1185 -1.5888 1.8510 -0.161
C -3.7008 -2.9509 1.8709 -0.021
C -2.4110 -3.2585 1.5826 -0.090
C -1.5055 -2.2594 1.2497 -0.169
C -1.7967 -0.9190 1.3193 -0.203
C -3.1710 -0.5684 1.5178 -0.283
H -5.4342 2.0699 1.2557 0.108
H -6.9216 0.4104 1.8772 0.116
H -6.1848 -1.8894 2.4938 0.119
H -4.3899 -3.7065 2.1600 0.107
H -2.0482 -4.2722 1.6433 0.109
H -0.5304 -2.6594 0.9389 0.080
C 0.1556 -0.4300 -2.3273 -0.503
P 1.1974 0.3057 -0.9435 0.970
C 1.7524 1.8789 -1.6361 -0.372
C 0.7901 2.6179 -2.3223 -0.144
C 1.0186 3.8117 -2.9833 -0.050
C 2.2713 4.4130 -2.7395 -0.068
C 3.1923 3.7788 -1.9455 -0.098
C 2.9830 2.5479 -1.4195 -0.100
C 2.7847 -0.5672 -0.7474 -0.384
C 2.9659 -1.3656 0.3510 -0.131
C 4.2554 -1.8239 0.6596 -0.076
C 5.2503 -1.8754 -0.3209 -0.035
C 5.0614 -1.0485 -1.4706 -0.061
C 3.8514 -0.4364 -1.7008 -0.119
P -0.0100 -2.2936 -2.3524 1.016
C -1.7343 -2.3729 -2.8503 -0.404
C -2.5646 -3.4500 -2.4802 -0.133
C -3.9080 -3.5251 -2.7175 -0.078
C -4.4993 -2.5370 -3.5524 -0.078
C -3.7042 -1.4991 -4.0062 -0.105
C -2.3514 -1.4073 -3.6990 -0.096
C 0.8783 -2.6750 -3.8876 -0.357
C 0.5116 -3.7752 -4.7108 -0.086
C 1.2225 -4.0404 -5.8614 -0.074
C 2.3827 -3.2898 -6.1738 -0.068
C 2.8255 -2.3196 -5.2965 -0.093
C 2.1053 -2.0051 -4.1812 -0.104
H 0.6378 -0.0956 -3.2245 0.033
H -0.8719 0.1229 -2.2611 0.032
H -0.2414 2.1987 -2.3844 0.061
H 0.2425 4.3436 -3.5607 0.121
H 2.5176 5.3612 -3.2007 0.110
H 4.1255 4.3239 -1.7777 0.121
H 3.7650 2.0288 -0.9004 0.098
H 2.1700 -1.6604 1.0943 0.111
H 4.3166 -2.1807 1.6818 0.106
H 6.1893 -2.4208 -0.2048 0.112
H 5.8455 -0.9725 -2.2470 0.121
H 3.7275 0.3187 -2.4804 0.106
H -2.1340 -4.2583 -1.9085 0.096
H -4.4685 -4.3856 -2.3017 0.117
H -5.5627 -2.5608 -3.8626 0.113
H -4.2401 -0.7264 -4.6714 0.133
H -1.6820 -0.6449 -4.1460 0.111
H -0.4100 -4.2871 -4.5060 0.095
H 0.9026 -4.8217 -6.5446 0.107
H 2.7964 -3.4488 -7.1686 0.107
H 3.7023 -1.7398 -5.4620 0.100
H 2.4237 -1.2209 -3.5483 0.046



3.
112
Properties=species:S:1:pos:R:3:mulliken_spin:R:1 method="wB97M-V/def2-TZVPD" homo_lumo_gap_ha="0.2263 / 0.2765" homo_ev="-7.947 / -9.313" multiplicity=2 charge=0 s2=0.754
C 5.3206 -4.8370 -0.6507 0.013
C 5.0427 -3.3156 -0.5990 0.011
C 6.1010 -2.6820 0.2999 0.011
C 3.6709 -2.9899 0.0215 0.027
C 2.3943 -3.1313 -0.8773 -0.013
C 1.4915 -1.8898 -0.6151 0.000
C 0.3322 -1.7010 -1.5481 0.001
N -0.8891 -1.5063 -1.2475 0.000
B 1.5638 -4.4308 -0.4135 0.002
N 2.0898 -5.7545 -0.4697 0.000
O 0.2843 -4.2991 0.1227 0.000
C 2.8050 -3.2991 -2.3546 0.007
C 4.0230 -2.5038 -2.8311 0.016
C 4.3684 -2.9881 -4.2464 0.022
C 3.7323 -1.0038 -2.9195 0.029
N 5.2112 -2.7554 -1.9797 0.356
O 6.1548 -1.9178 -2.1551 0.534
H 5.3176 -5.2055 -1.6784 0.007
H 6.3185 -5.0441 -0.2591 -0.008
H 4.6170 -5.4034 -0.0446 0.000
H 5.9690 -1.6046 0.3834 0.006
H 5.9643 -3.1105 1.2980 -0.001
H 7.1087 -2.9294 -0.0260 -0.001
H 3.5683 -3.6815 0.8656 -0.002
H 3.6900 -2.0033 0.4700 -0.009
H 2.0746 -0.9665 -0.5705 -0.001
H 1.0673 -2.0009 0.3871 0.000
H 0.5568 -1.6840 -2.6176 0.000
H -1.0365 -1.5612 -0.2375 0.000
H 2.9204 -5.8777 -1.0288 0.000
H 1.4088 -6.4401 -0.7653 0.000
H -0.4260 -4.0945 -0.4921 0.000
H 1.9951 -3.0066 -3.0264 -0.002
H 2.9960 -4.3558 -2.5726 0.002
H 5.0480 -2.2890 -4.7354 -0.002
H 3.4627 -3.0563 -4.8535 -0.001
H 4.8494 -3.9675 -4.2140 -0.003
H 3.4730 -0.5625 -1.9601 0.004
H 2.8936 -0.8605 -3.6073 0.000
H 4.5912 -0.4856 -3.3414 -0.006
C -4.2830 -1.1571 2.7118 0.000
C -4.9713 -0.1564 3.2637 0.000
C -5.1581 1.1399 2.5493 0.000
O -5.7623 2.0569 3.0638 0.000
C -4.5635 1.2695 1.1971 0.000
C -3.8869 0.2640 0.6466 0.000
C -3.6844 -1.0176 1.3579 0.000
O -3.0175 -1.9025 0.8505 0.000
H -4.1183 -2.1032 3.2118 0.000
H -5.4134 -0.2238 4.2495 0.000
H -4.7023 2.2216 0.7042 0.000
H -3.4241 0.3343 -0.3302 0.000
C 0.6723 4.5997 1.5822 0.000
C -0.1490 3.9765 0.7368 0.000
C -1.4644 3.4752 1.1975 0.000
O -2.2107 2.8907 0.4365 0.000
C -1.8458 3.6835 2.6134 0.000
C -1.0270 4.3001 3.4570 0.000
C 0.2961 4.8057 3.0072 0.000
O 1.0441 5.3583 3.7886 0.000
H 1.6422 4.9761 1.2820 0.000
H 0.0798 3.8020 -0.3082 0.000
H -2.8119 3.3010 2.9199 0.000
H -1.2733 4.4560 4.4976 0.000
C 3.5976 1.2173 3.3644 0.000
C 3.6457 1.6254 4.6276 0.000
C 3.0248 0.8292 5.7155 0.000
O 3.0602 1.2036 6.8664 0.000
C 2.3547 -0.4400 5.3447 0.000
C 2.3057 -0.8472 4.0830 0.000
C 2.9222 -0.0491 2.9969 0.000
O 2.8608 -0.4203 1.8488 0.000
H 4.0369 1.7785 2.5494 0.000
H 4.1287 2.5467 4.9273 0.000
H 1.9121 -1.0003 6.1585 0.000
H 1.8183 -1.7661 3.7817 0.000
C -0.5853 2.4042 9.4907 0.000
C -1.2315 2.2265 8.3421 0.000
C -0.8987 3.0330 7.1423 0.000
O -1.4861 2.8690 6.0891 0.000
C 0.1846 4.0470 7.2651 0.000
C 0.8302 4.2226 8.4173 0.000
C 0.4975 3.4162 9.6200 0.000
O 1.0835 3.5763 10.6671 0.000
H -0.8071 1.8306 10.3814 0.000
H -2.0217 1.4964 8.2217 0.000
H 0.4161 4.6205 6.3743 0.000
H 1.6221 4.9509 8.5370 0.000
C -0.5543 3.1580 -4.5835 0.000
C -1.3651 2.5040 -5.4098 0.000
C -2.6856 2.0013 -4.9506 0.000
O -3.4191 1.4051 -5.7107 0.000
C -3.0687 2.2549 -3.5412 0.000
C -2.2617 2.9082 -2.7093 0.000
C -0.9410 3.4095 -3.1730 0.000
O -0.1961 4.0092 -2.4211 0.000
H 0.4132 3.5350 -4.8890 0.000
H -1.1132 2.3046 -6.4435 0.000
H -4.0356 1.8741 -3.2365 0.000
H -2.5041 3.0967 -1.6705 0.000
C -6.8955 -0.9354 -9.4730 0.000
C -8.0735 -0.9812 -8.8585 0.000
C -8.2403 -0.4650 -7.4750 0.000
O -9.3154 -0.5094 -6.9165 0.000
C -7.0429 0.1032 -6.8089 0.000
C -5.8609 0.1518 -7.4184 0.000
C -5.6971 -0.3650 -8.8022 0.000
O -4.6274 -0.3249 -9.3703 0.000
H -6.7464 -1.3046 -10.4798 0.000
H -8.9614 -1.3903 -9.3237 0.000
H -7.1919 0.4722 -5.8018 0.000
H -4.9794 0.5630 -6.9423 0.000



4.
98
Properties=species:S:1:pos:R:3:lowdin_charge:R:1 method="wB97M-V/def2-TZVPD" homo_lumo_gap_ha=0.2484 homo_ev=-9.004 multiplicity=1 charge=+1
Ca -0.2623 0.5354 0.9863 1.276
C 0.8006 3.7270 3.5443 -0.033
C -0.3593 3.0388 2.8859 -0.281
C -0.9276 3.5505 1.7181 -0.023
C -2.1042 3.0222 1.1825 -0.279
C -2.7641 3.6799 0.0058 -0.018
C -2.6825 1.9163 1.8086 -0.051
C -2.1168 1.3598 2.9582 -0.314
C -2.7457 0.1693 3.6299 -0.014
C -0.9505 1.9212 3.4792 -0.040
H 1.3916 4.2956 2.8304 0.070
H 1.4482 3.0239 4.0688 0.087
H 0.4192 4.4340 4.2835 0.100
H -0.4752 4.4142 1.2411 0.132
H -3.1776 4.6433 0.3104 0.099
H -3.5748 3.0697 -0.3833 0.070
H -2.0503 3.8663 -0.7971 0.076
H -3.5953 1.4933 1.4029 0.123
H -3.2803 0.4917 4.5256 0.102
H -1.9997 -0.5651 3.9342 0.061
H -3.4640 -0.3254 2.9760 0.087
H -0.5125 1.4883 4.3719 0.137
C 3.0455 -1.3582 2.8470 -0.039
C 2.8106 -2.6518 0.7170 -0.267
C 3.0413 -3.8793 1.6085 -0.037
C 1.8868 -3.1454 -0.4111 -0.264
C 2.6182 -4.0186 -1.4461 -0.074
O 2.0401 -3.6254 -2.7028 0.001
C 1.2807 -2.5356 -2.4466 -0.332
N 1.1959 -2.1445 -1.2429 0.131
C 0.5312 -2.0066 -3.6002 -0.118
C 0.6605 -2.7044 -4.8012 -0.001
C -0.1272 -2.4070 -5.8989 -0.047
C -1.0905 -1.4200 -5.7953 -0.053
C -1.2163 -0.7117 -4.6106 -0.103
C -0.3954 -0.9536 -3.5083 -0.259
P -0.5855 0.2009 -2.0831 1.090
C -2.4058 0.4085 -2.0254 -0.385
C -3.0798 -0.4385 -1.1427 -0.121
C -4.4588 -0.3712 -1.0057 -0.077
C -5.1809 0.5512 -1.7496 -0.070
C -4.5216 1.4010 -2.6270 -0.070
C -3.1420 1.3352 -2.7611 -0.102
C 0.0187 1.8010 -2.7476 -0.350
C 0.5124 2.6945 -1.7983 -0.141
C 0.9255 3.9714 -2.1485 -0.080
C 0.8815 4.3663 -3.4753 -0.063
C 0.4371 3.4738 -4.4414 -0.059
C 0.0088 2.2055 -4.0833 -0.076
H 4.1218 -1.3223 2.6623 0.106
H 2.8309 -2.2262 3.4637 0.076
H 2.7837 -0.4812 3.4337 0.069
H 3.7786 -2.3823 0.2825 0.132
H 2.1531 -4.0915 2.2077 0.094
H 3.8885 -3.7541 2.2781 0.083
H 3.2422 -4.7619 0.9982 0.083
H 1.0942 -3.7230 0.0778 0.147
H 2.4557 -5.0872 -1.3295 0.132
H 3.6915 -3.8141 -1.4837 0.134
H 1.3741 -3.5126 -4.8547 0.122
H -0.0062 -2.9669 -6.8161 0.114
H -1.7455 -1.1959 -6.6265 0.114
H -1.9849 0.0473 -4.5499 0.091
H -2.5231 -1.1853 -0.5788 0.098
H -4.9679 -1.0427 -0.3263 0.111
H -6.2569 0.6044 -1.6502 0.111
H -5.0840 2.1218 -3.2061 0.113
H -2.6348 2.0186 -3.4319 0.105
H 0.6270 2.3916 -0.7610 0.052
H 1.3054 4.6432 -1.3891 0.109
H 1.2117 5.3559 -3.7614 0.111
H 0.4267 3.7669 -5.4827 0.112
H -0.3210 1.5268 -4.8566 0.094
C -1.5716 -3.4727 4.7125 -0.106
C -1.7797 -3.7001 3.3622 -0.095
C -0.9742 -3.0890 2.4123 -0.071
C 0.0493 -2.1923 2.7624 -0.283
C 0.2284 -1.9706 4.1428 -0.083
C -0.5486 -2.6109 5.0919 -0.098
C 0.7406 -1.4425 1.6952 -0.285
C 2.2792 -1.4136 1.5139 -0.399
C 2.6420 -0.0958 0.7804 -0.188
C 2.4760 1.1293 1.4493 -0.117
C 2.8983 2.3343 0.8981 -0.083
C 3.4685 2.3640 -0.3635 -0.094
C 3.5933 1.1768 -1.0653 -0.052
C 3.1912 -0.0268 -0.5015 -0.018
H -2.1872 -3.9601 5.4561 0.099
H -2.5620 -4.3769 3.0408 0.102
H -1.1312 -3.3157 1.3613 0.101
H 0.9749 -1.2631 4.4758 0.095
H -0.3691 -2.4175 6.1424 0.105
H 0.3411 -1.7970 0.7372 0.030
H 2.0835 1.1296 2.4634 0.098
H 2.8188 3.2459 1.4776 0.096
H 3.8075 3.2963 -0.7942 0.111
H 4.0235 1.1789 -2.0586 0.116
H 3.3383 -0.9277 -1.0749 0.103



The following max |F| values (in eV/Å) correspond, in order, to the records above: 1.5; 3.9; 1.3; 0.5.
The following energy relative to the best compared isomer or geometry (same formula, charge and spin) values (in eV) correspond, in order, to the records above: 0.469; 1.731; 0.000; 0.166.